{"formula": "C13H21BBr2F3N4O2", "method": "ωB97M-V with the def2-TZVPD basis set", "species": ["C", "C", "O", "N", "C", "C", "C", "C", "C", "N", "C", "C", "C", "F", "Br", "C", "F", "F", "Br", "C", "C", "N", "B", "N", "O", "H", "H", "H", "H", "H", "H", "H", "H", "H", "H", "H", "H", "H", "H", "H", "H", "H", "H", "H", "H", "H"], "positions_angstrom": [[-0.24231, 2.54210, -3.72003], [1.21654, 2.83043, -3.50740], [2.00793, 2.63534, -4.36492], [1.64608, 3.37502, -2.25891], [0.90080, 2.94783, -1.07159], [1.02657, 1.43500, -0.85795], [1.22600, 1.09862, 0.61797], [1.58930, -0.39210, 0.84733], [0.56557, -1.19305, 1.54662], [-0.12883, -2.24590, 1.09797], [-0.05908, -2.83015, -0.25075], [-1.41159, -3.07872, -0.90124], [-2.03888, -1.96922, -1.74290], [-3.02037, -2.55197, -2.49509], [-0.77551, -1.20498, -2.98568], [-2.77286, -0.87032, -0.89168], [-2.12645, -0.72297, 0.28516], [-4.00760, -1.29867, -0.61985], [-2.87039, 0.86925, -1.75162], [-0.92737, -2.71860, 2.11264], [-0.71056, -1.92351, 3.19402], [0.21351, -0.97240, 2.82216], [0.70008, 0.09068, 3.80287], [1.96791, -0.04968, 4.46716], [-0.12947, 1.12612, 4.02485], [-0.54055, 1.68174, -3.12505], [-0.38388, 2.29958, -4.76452], [-0.86701, 3.38016, -3.42587], [1.61803, 4.38600, -2.33013], [1.36440, 3.44817, -0.22680], [-0.15556, 3.23226, -1.08940], [1.89113, 1.08493, -1.41733], [0.12994, 0.92570, -1.20207], [0.35419, 1.40517, 1.19107], [2.06177, 1.69425, 0.97669], [1.83858, -0.83749, -0.10934], [2.50219, -0.44185, 1.43767], [0.58070, -2.21076, -0.86271], [0.44309, -3.78717, -0.13895], [-1.29114, -3.91096, -1.58807], [-2.15315, -3.40503, -0.17652], [-1.56282, -3.57093, 1.98509], [-1.16057, -1.99110, 4.16506], [2.50036, 0.81094, 4.41757], [1.88391, -0.28772, 5.44814], [-0.89265, 1.16595, 3.43632]], "molar_mass_da": 493.0, "homo_lumo_gap_ha": 0.3453, "total_charge": 1, "e_lumo_ev": -2.6, "e_homo_ev": -11.96}

---

{"formula": "C13H21Cl2N2O2", "method": "ωB97M-V with the def2-TZVPD basis set", "species": ["C", "H", "H", "H", "O", "C", "C", "C", "C", "C", "C", "C", "N", "H", "C", "H", "H", "C", "N", "H", "C", "H", "C", "C", "H", "H", "H", "H", "O", "H", "H", "H", "H", "H", "H", "H", "H", "Cl", "H", "Cl"], "positions_angstrom": [[-1.72479, -3.15182, 1.12311], [-2.49604, -2.87084, 1.83923], [-0.98811, -3.78573, 1.61681], [-2.16927, -3.69881, 0.29141], [-0.99419, -2.01869, 0.67050], [-1.60318, -0.82800, 0.43432], [-2.92447, -0.61130, 0.01942], [-3.39549, 0.67596, -0.19889], [-2.56583, 1.77208, -0.03099], [-1.24873, 1.57971, 0.35386], [-0.77494, 0.29937, 0.58985], [0.66395, 0.11041, 0.98962], [1.54680, 0.10860, -0.19932], [2.59243, -0.00032, 0.08570], [1.39392, -1.02828, -1.12862], [1.02847, -1.88364, -0.56035], [0.68246, -0.80990, -1.92272], [2.80798, -1.31672, -1.67955], [3.70942, -1.17255, -0.55301], [3.84220, -2.04143, -0.05226], [4.96499, -0.45353, -0.70204], [4.89863, 0.20438, -1.57232], [5.15258, 0.40703, 0.56456], [6.43723, 1.21567, 0.52036], [6.52604, 1.82907, 1.41368], [7.29690, 0.55420, 0.47373], [6.45262, 1.86219, -0.35619], [5.14985, -0.25138, 1.44040], [3.99941, 1.23417, 0.70860], [4.21535, 2.10672, 0.35922], [5.82732, -1.11250, -0.83792], [2.83233, -2.30380, -2.14830], [3.06432, -0.57717, -2.44173], [1.43583, 0.99836, -0.68966], [0.78634, -0.84095, 1.50732], [0.98829, 0.92257, 1.64202], [-0.60344, 2.43285, 0.49284], [-3.16152, 3.36113, -0.31270], [-4.41745, 0.81490, -0.51280], [-4.03949, -1.89610, -0.30404]], "smiles": "COc1c(Cl)cc(Cl)cc1C[NH2+]CCNC[C@@H](C)O", "molar_mass_da": 308.2, "homo_lumo_gap_ha": 0.3347, "total_charge": 1, "e_lumo_ev": -2.4, "e_homo_ev": -11.55}

---

{"formula": "C13H21N2", "method": "ωB97M-V with the def2-TZVPD basis set", "species": ["C", "C", "C", "C", "C", "C", "C", "C", "C", "C", "C", "C", "C", "N", "N", "H", "H", "H", "H", "H", "H", "H", "H", "H", "H", "H", "H", "H", "H", "H", "H", "H", "H", "H", "H", "H"], "positions_angstrom": [[-1.72697, 1.95047, -2.15878], [-1.29317, 1.37137, -1.22415], [-2.61687, -2.47855, -0.29747], [-1.75698, -1.50595, -0.62454], [0.14453, -1.49327, 1.02512], [-1.75750, -0.02444, 1.31989], [1.36556, -1.60956, 0.12021], [1.01809, 0.27274, -1.25995], [-1.03621, 1.23007, 1.72924], [-0.27146, 0.59272, -0.45492], [-0.90992, -0.63655, 0.26458], [3.21625, -0.59666, -0.83769], [0.61125, 2.78158, 0.51853], [1.86993, -0.36074, -0.29390], [0.15440, 1.35762, 0.81102], [-2.47635, 2.33665, -2.88084], [-2.94309, -3.05267, -1.12678], [-2.96140, -2.97454, 0.58735], [-1.53278, -1.37086, -1.64380], [-0.30528, -2.47344, 1.38601], [0.39155, -1.10115, 1.97419], [-1.99564, -0.58884, 2.20445], [-2.68456, 0.28347, 0.83611], [2.20457, -2.03904, 0.64970], [1.12052, -2.33432, -0.64247], [0.74372, -0.33035, -2.10117], [1.58141, 1.13399, -1.68932], [-1.58918, 2.13833, 1.71743], [-0.51039, 1.07056, 2.72683], [3.63054, 0.46319, -1.19669], [3.91314, -0.81613, -0.02190], [3.12343, -1.21659, -1.78057], [0.36160, 3.42999, 1.35643], [1.73792, 2.82886, 0.40062], [0.14802, 3.02370, -0.43094], [1.03130, 0.73831, 1.03815]], "smiles": "C#C[C@]12CN(C)CC[C@@]1(C=C)CC[N@@H+]2C", "molar_mass_da": 205.3, "homo_lumo_gap_ha": 0.3889, "total_charge": 1, "e_lumo_ev": -2.3, "e_homo_ev": -12.89}